15
Properties=species:S:1:pos:R:3:forces:R:3 method="wB97M-V/def2-TZVPD" energy_ev=-9300.6919 gap_ev="8.226 / 8.825" homo_energy_ev="-9.286 / -9.830" de_lowest_kj_mol=550.1 mol_weight_g_mol=100.12
C -1.4401 -0.6169 -0.8297 -0.01 0.06 0.08
C -0.1872 0.1718 -0.6686 0.00 -0.19 -0.21
O -0.2630 1.5720 1.2211 -0.10 0.04 0.60
C 1.0873 -0.5427 -0.3029 0.04 0.08 -0.22
N 0.9141 -1.0535 1.0508 0.17 0.07 0.09
C -0.1120 1.4968 -1.0031 0.05 0.90 0.53
N -0.0699 2.5868 -0.5100 -0.03 -0.93 -0.72
H -2.3291 0.0077 -0.7198 0.15 -0.07 -0.02
H -1.4500 -1.4341 -0.1037 0.03 0.15 -0.10
H -1.4405 -1.0527 -1.8381 -0.03 0.04 0.11
H -0.3752 1.8630 2.1486 -0.01 0.01 -0.24
H 1.9375 0.1394 -0.4439 -0.14 -0.10 0.08
H 1.2115 -1.3930 -0.9891 -0.01 0.11 0.06
H 0.7527 -0.2278 1.6296 0.04 -0.20 0.04
H 1.7640 -1.5167 1.3588 -0.14 0.03 -0.05

111
Properties=species:S:1:pos:R:3:forces:R:3 method="wB97M-V/def2-TZVPD" energy_ev=-137711.2633 gap_ev=3.302 homo_energy_ev=-6.447 mol_weight_g_mol=987.78
N -0.4778 -0.9436 -0.0436 0.21 -1.02 0.61
B 0.5292 -1.8510 -0.4983 -1.26 0.94 -0.14
O 0.6101 -2.2952 -1.7972 0.98 0.81 0.57
C 1.6586 -2.3642 0.5830 -0.65 0.08 -1.43
N 2.7369 -3.0318 0.1916 -0.60 0.40 1.07
N 3.4104 -3.2675 1.3321 1.12 -0.62 0.59
C 4.7094 -4.0242 1.2633 0.93 0.46 1.08
C 5.9623 -3.0821 1.3476 -1.57 1.51 -0.47
C 5.9057 -1.8360 0.3082 0.89 0.31 0.86
C 5.7472 -0.4205 0.9968 3.03 -0.20 0.70
C 4.6240 0.3569 0.9666 -1.06 -0.24 -0.26
C 4.5137 1.6237 1.5917 1.18 0.16 0.45
C 5.6323 2.1462 2.2469 -0.70 -0.58 -0.67
C 6.8358 1.4013 2.2685 0.56 0.44 0.63
C 6.9695 0.1484 1.7125 -2.60 -0.74 -1.84
C 2.7828 -2.7650 2.4153 -0.39 0.34 -1.00
N 1.6647 -2.1658 1.9380 1.49 -0.76 0.36
H -0.0260 0.0419 -0.1008 -1.12 -1.25 -0.28
H -0.6342 -1.0977 0.9557 -0.32 0.43 -0.09
H 1.3702 -1.8499 -2.2135 -0.14 -0.51 -0.24
H 4.7541 -4.6909 0.3912 -0.58 0.41 0.08
H 4.7554 -4.6290 2.1869 -0.13 -0.11 -0.47
H 6.9010 -3.6451 1.2758 -0.43 -0.02 -0.03
H 5.8958 -2.6151 2.3604 -0.07 -3.14 -2.29
H 6.9008 -1.7959 -0.1681 -0.46 -0.13 0.05
H 5.1856 -2.0210 -0.5003 -0.02 0.14 0.44
H 3.7429 -0.0103 0.4260 0.17 0.26 0.16
H 3.5851 2.1970 1.5481 0.17 -0.44 -0.17
H 5.5587 3.1362 2.6975 0.25 -0.32 -0.05
H 7.7114 1.8472 2.7528 -0.30 -0.13 -0.14
H 7.9030 -0.4290 1.7486 -0.21 0.39 -0.17
H 3.0800 -2.8214 3.4607 -0.01 -0.01 -0.38
H 0.9843 -1.6674 2.5190 -0.26 -0.08 -0.35
C -0.6189 -1.1792 -4.6655 0.17 0.19 0.06
C -1.4602 -1.4901 -5.6585 0.25 -0.43 0.32
C -2.1217 -0.4333 -6.4895 -0.10 0.59 -0.08
O -2.8638 -0.7733 -7.3933 0.05 -0.34 0.06
C -1.8473 0.9616 -6.1715 -0.11 -0.20 -0.16
C -1.0089 1.2750 -5.1760 -0.26 0.57 -0.25
C -0.3250 0.2172 -4.3627 0.02 -0.56 0.16
O 0.4415 0.5657 -3.4839 0.04 0.19 -0.12
O -0.7370 2.5409 -4.8540 0.25 -0.51 0.22
O -1.7561 -2.7565 -5.9650 -0.19 0.41 -0.27
H -0.1363 -1.9336 -4.0614 -0.10 -0.03 0.01
H -2.3444 1.7151 -6.7661 0.01 0.02 0.02
H -0.1096 2.4973 -4.1053 -0.07 0.12 0.07
H -2.3799 -2.7068 -6.7139 0.00 -0.05 0.01
C 6.8878 -7.0725 -0.3177 -0.15 0.03 -0.35
Cl 8.0749 -6.2993 -1.3683 -0.04 0.00 0.04
Cl 7.2608 -6.7739 1.3997 -0.13 0.03 0.11
H 5.9033 -6.6722 -0.5419 0.03 0.01 0.04
H 6.9010 -8.1420 -0.4947 0.11 0.02 0.11
B 3.1706 -6.0845 -1.7940 -0.50 0.12 -1.18
F 4.1007 -5.1946 -2.3656 0.02 -0.08 0.43
F 3.6340 -6.4220 -0.4775 0.19 0.04 1.00
F 1.9147 -5.4666 -1.6657 0.23 -0.08 0.36
F 3.0721 -7.2467 -2.5547 0.13 0.17 0.34
Na 6.0827 -1.3748 3.1972 0.21 2.59 2.56
O -1.2034 -2.3138 3.5055 0.88 -0.12 -0.64
S -1.7015 -3.6375 3.2744 -1.43 0.55 1.68
O -2.8141 -3.9135 2.4420 0.27 0.03 -0.48
O -1.8012 -4.4499 4.6232 0.69 0.07 -0.73
C -2.6278 -3.9342 5.7095 -0.78 0.04 1.45
C -4.0953 -4.1687 5.4530 -0.28 -1.35 -0.30
C -0.3243 -4.5628 2.6519 0.41 -0.55 -0.50
H -2.4229 -2.8828 5.8763 -0.09 0.08 -0.41
H -2.3235 -4.4782 6.6125 0.36 -0.43 -0.41
H -4.4569 -3.5886 4.6167 0.11 0.19 0.09
H -4.6816 -3.8955 6.3298 0.11 0.03 0.04
H -4.2723 -5.2316 5.2195 0.08 -0.10 0.40
H 0.5157 -4.3701 3.3170 -0.06 0.20 0.40
H -0.1075 -4.1998 1.6442 -0.19 0.02 -0.05
H -0.5645 -5.6264 2.6192 -0.23 -0.03 0.05
C -0.7005 2.5672 2.3744 -0.18 0.07 -0.02
O -1.1809 3.7836 1.8348 0.08 -0.11 -0.23
C -0.2253 4.5004 1.0756 -0.10 0.08 0.14
C -0.7699 4.9626 -0.2667 -0.04 0.12 -0.07
O -1.0920 3.9381 -1.1951 0.00 0.07 -0.02
C -2.1791 3.0668 -0.9034 0.04 -0.22 0.08
C -3.5578 3.7030 -0.8788 0.02 -0.09 0.17
O -3.7069 4.6144 0.2016 0.21 0.24 -0.28
C -4.3073 5.8389 -0.1561 0.00 -0.13 0.21
H -0.2037 2.7485 3.3354 0.09 -0.11 0.01
H -1.5564 1.9108 2.5386 -0.02 0.08 0.10
H -0.0188 2.0720 1.6788 0.04 0.02 0.12
H 0.6826 3.9081 0.9129 -0.09 -0.12 -0.03
H 0.0536 5.3896 1.6584 0.13 0.10 -0.17
H 0.0222 5.5438 -0.7492 0.06 -0.10 -0.01
H -1.6060 5.6511 -0.1377 -0.10 -0.12 0.18
H -1.9873 2.5002 0.0073 -0.10 0.14 0.13
H -2.1800 2.3329 -1.7145 0.01 0.09 -0.06
H -4.3010 2.9088 -0.7413 0.06 -0.11 -0.20
H -3.7510 4.1902 -1.8405 0.01 0.09 0.05
H -4.0010 6.1722 -1.1526 -0.08 -0.05 -0.05
H -3.9839 6.5932 0.5638 -0.07 -0.05 0.07
H -5.3992 5.7481 -0.1089 -0.04 0.14 -0.14
O -5.3765 6.5342 -3.6959 -0.05 -0.37 0.14
C -6.4588 6.6251 -3.1956 0.21 0.36 -0.37
O -7.2309 5.5594 -2.8645 0.14 0.09 0.01
C -8.5083 6.0127 -2.3875 -0.22 0.00 0.13
C -8.2779 7.4418 -1.9260 -0.09 0.26 0.05
C -7.1875 7.9154 -2.8795 -0.32 -0.18 0.55
H -9.2272 5.9513 -3.2081 0.04 0.01 -0.01
H -8.8430 5.3669 -1.5782 0.14 -0.15 -0.10
H -9.1798 8.0520 -1.9479 -0.02 -0.08 -0.03
H -7.8964 7.4435 -0.9030 -0.03 -0.03 -0.02
H -7.6008 8.3237 -3.8031 0.12 0.03 -0.02
H -6.5216 8.6338 -2.4087 0.13 0.03 -0.29
F -3.6249 -1.9557 4.7285 0.24 1.39 -0.61
Na 1.8594 -5.6126 2.2426 0.21 -0.56 -0.86
Cl 1.5712 0.8355 0.1119 1.57 0.95 0.15

28
Properties=species:S:1:pos:R:3:forces:R:3 method="wB97M-V/def2-TZVPD" energy_ev=-52607.2804 gap_ev="6.559 / 5.259" spin_multiplicity=4 total_charge=+3 homo_energy_ev="-20.099 / -19.860" de_lowest_kj_mol=0.0 mol_weight_g_mol=647.64
I -0.5404 3.2501 -3.4662 -0.08 0.29 -0.40
I 1.9033 2.5559 -3.2041 0.26 0.16 -0.20
Re -0.0976 -0.2868 0.6624 -1.34 -0.58 4.62
P 0.5981 -2.3205 -0.2574 2.36 -4.44 -3.95
C 1.1805 -2.2240 -2.0462 -0.15 0.13 0.19
C 2.0961 -3.1630 0.4063 0.05 1.24 1.13
H -1.0815 -3.9884 0.3582 -0.68 -0.47 1.11
H -0.1649 -4.5448 -1.0506 0.27 0.45 0.23
H -1.4062 -3.2956 -1.2341 -0.09 -0.06 0.15
C -0.6488 -3.6916 -0.5539 0.28 1.20 -0.55
H 1.9664 -3.3654 1.4723 0.10 -0.03 -0.07
H 2.3314 -4.0851 -0.1061 -0.37 -0.18 -0.39
H 1.6232 -3.1700 -2.4433 -0.37 0.62 0.77
H 1.9321 -1.4329 -2.0921 0.07 -0.08 -0.24
H 2.9545 -2.4822 0.2842 -0.26 -0.21 0.11
H 0.3303 -1.9625 -2.6837 0.29 -0.16 0.05
C -0.2995 0.1287 -1.2094 -1.17 -1.07 -6.76
O -0.4980 0.1083 -2.3942 0.80 0.72 5.95
Cl -0.3669 -1.6687 2.5301 -0.01 1.12 -1.61
N -0.8638 2.5057 0.3007 -0.91 2.52 1.38
C -1.3169 3.6727 0.8659 0.28 -1.72 -0.92
C -1.1981 3.5341 2.2418 0.57 -0.27 -0.07
C -0.6019 2.2943 2.4617 -0.41 0.31 -0.85
N -0.4081 1.6057 1.2608 -0.46 2.40 -0.40
H -0.8339 2.3961 -0.6930 0.22 -0.60 -0.24
H -1.7422 4.4819 0.2442 0.40 -0.60 0.51
H -1.4800 4.3134 2.9394 0.09 -0.39 0.21
H -0.3801 1.8413 3.4051 0.24 -0.31 0.23